No. 1
DFT (wB97M-V/def2-TZVPD) results for a structure of composition C19H43N2OP3PtS in a non-equilibrium geometry.

The value obtained for the energy above the lowest of the compared OMol25 structures with the same formula, charge and spin is 262.3 kJ/mol. Its charge is +4. The orbital gap (alpha / beta) is 7.19 / 4.13 eV. The multiplicity is 5. The molecular weight comes out at 635.6 g mol⁻¹. The calculation puts the HOMO energy (alpha / beta) at -18.70 / -20.35 eV. As for the total energy: -2474.3931 Ha.

Atoms and positions in Å:
1 Pt -1.1206 0.8406 -0.2506
2 P -1.4276 -0.9136 1.2156
3 P 0.7041 -0.3107 -1.2799
4 P -2.5502 0.4270 -1.9052
5 H -2.3625 4.3456 -0.0243
6 C -2.7095 3.3227 -0.3395
7 C -3.2630 2.5595 0.6430
8 H -3.6619 3.0861 1.5381
9 C -0.2921 -0.8400 2.5995
10 C -1.2554 -2.5460 0.4317
11 C -3.1058 -0.8175 1.8621
12 C 1.7271 0.9320 -2.1249
13 C 1.9985 -1.3053 -0.4384
14 C 0.2804 -1.5919 -2.5478
15 C -4.2787 1.0215 -1.6523
16 C -3.1543 -1.2498 -2.2114
17 C -2.0175 1.2333 -3.4335
18 H -2.8737 3.2316 -1.4371
19 H -3.2988 1.4512 0.6493
20 H -0.4398 0.0997 3.1413
21 H 0.7215 -0.7956 2.1925
22 H -0.4347 -1.7168 3.2442
23 H -0.2036 -2.6408 0.1468
24 H -1.8489 -2.6394 -0.4820
25 H -1.5493 -3.3372 1.1430
26 H -3.2008 0.1187 2.4220
27 H -3.3854 -1.6793 2.4969
28 H -3.7628 -0.7471 0.9904
29 H 2.5131 0.4836 -2.7496
30 H 2.2205 1.5681 -1.3790
31 H 1.0826 1.5374 -2.7650
32 H 2.6787 -1.7219 -1.1848
33 H 1.5182 -2.0603 0.1809
34 H 2.5561 -0.6528 0.2166
35 H 1.1883 -1.9995 -3.0129
36 H -0.3350 -1.1476 -3.3313
37 H -0.2436 -2.4298 -2.0767
38 H -4.9647 0.9431 -2.5113
39 H -4.0393 2.0793 -1.5727
40 H -4.7315 0.5275 -0.7728
41 H -3.9770 -1.1205 -2.9220
42 H -3.5862 -1.6461 -1.2884
43 H -2.3826 -1.8693 -2.6603
44 H -2.9142 1.3144 -4.0782
45 H -1.3205 0.5035 -3.8778
46 H -1.5785 2.2507 -3.3358
47 C -0.2713 3.6727 2.8399
48 C -0.2687 3.1557 1.5259
49 C 0.2582 3.9313 0.4954
50 C 0.9346 5.1677 0.8133
51 C 0.9954 5.6407 2.1313
52 C 0.4818 4.8411 3.1686
53 S -1.1816 2.6561 3.9663
54 H -0.5961 2.9083 5.1805
55 H -0.6680 2.0884 1.3602
56 H 0.2698 3.4633 -0.4983
57 H 1.4330 5.7474 0.0094
58 H 1.4956 6.5843 2.3886
59 H 0.6745 5.0376 4.2396
60 C 4.2527 0.0363 3.4693
61 N 3.9700 1.2954 2.8371
62 C 2.9291 1.4839 1.9662
63 N 3.1544 2.6697 1.2803
64 O 2.0022 0.6744 1.7908
65 H 3.5287 -0.7214 3.1735
66 H 4.2209 0.1280 4.5564
67 H 5.2675 -0.3363 3.2821
68 H 4.6693 2.0186 2.8673
69 H 2.5034 2.9113 0.5345
70 H 3.3907 3.4492 1.8956

Now the Löwdin charges, all in e: Pt 0.5677; P 0.6608; P 0.7120; P 0.6305; H 0.0948; C -0.0838; C -0.0817; H 0.1055; C -0.2317; C -0.1986; C -0.2187; C -0.2338; C -0.2143; C -0.2054; C -0.2258; C -0.2176; C -0.2137; H 0.0671; H -0.0153; H 0.0068; H 0.0093; H 0.0908; H 0.0142; H 0.0345; H 0.0972; H 0.0489; H 0.0956; H 0.0365; H 0.0853; H 0.0291; H 0.0443; H 0.0857; H 0.0373; H 0.0140; H 0.0870; H 0.0283; H 0.0451; H 0.0984; H -0.0054; H 0.0726; H 0.0842; H 0.0575; H 0.0391; H 0.0896; H 0.0414; H 0.0704; C -0.5093; C -0.1920; C -0.0846; C 0.0264; C -0.0014; C -0.0052; S 1.0789; H -0.0182; H 0.0246; H 0.1073; H 0.1547; H 0.1507; H 0.1446; C 0.0750; N 0.2318; C -0.4664; N 0.2523; O 0.0326; H 0.1175; H 0.1578; H 0.1607; H 0.1905; H 0.0945; H 0.1415

***

No. 2
DFT (wB97M-V/def2-TZVPD) results for the ion C8H12N5O2 with charge +1 in a non-equilibrium geometry.

The value obtained for the energy above the lowest of the compared OMol25 structures with the same formula, charge and spin is 357.7 kJ/mol. Its charge is +1. The orbital gap (alpha / beta) is 8.60 / 8.60 eV. The multiplicity is 1. The molecular weight comes out at 210.2 g mol⁻¹. The calculation puts the HOMO energy (alpha / beta) at -12.31 / -12.31 eV. As for the total energy: -735.9536 Ha.

Atoms and positions in Å:
1 C -1.5930 0.6233 -0.3819
2 C -2.7942 0.1208 -0.2160
3 C -2.8624 -1.2092 0.3774
4 C 1.9614 -1.5579 -0.3000
5 C -0.4168 -1.3128 -0.0104
6 C 2.0994 0.1365 1.3703
7 C 1.5310 1.1845 0.3255
8 C -3.9746 0.9961 -0.3660
9 N -1.5667 -1.8397 0.3533
10 N 2.7054 -0.8918 0.6031
11 N -0.3419 -0.0173 -0.3178
12 N 0.8442 0.5609 -0.7236
13 N 2.5881 -2.0170 -1.4104
14 O -3.7831 -1.9031 0.6732
15 O 0.6694 -2.0877 0.0787
16 H -1.4800 1.7265 -0.6803
17 H 2.8186 0.6848 2.1900
18 H 1.3171 -0.2459 1.9606
19 H 1.0618 1.9785 0.9838
20 H 2.3751 1.5667 -0.1216
21 H -3.7687 1.4100 -1.2701
22 H -4.2836 1.5664 0.4816
23 H -4.8253 0.3686 -0.6986
24 H -1.4841 -2.8321 0.5533
25 H 3.7453 -0.9800 0.7137
26 H 3.5110 -2.4828 -1.3279
27 H 1.9275 -2.4986 -2.0343

Now the Löwdin charges, all in e: C 0.0474; C -0.1802; C -0.3590; C -0.2950; C -0.2661; C -0.1568; C -0.2282; C -0.0030; N 0.2498; N 0.0591; N -0.0404; N 0.0157; N 0.1925; O 0.1615; O 0.1591; H 0.1873; H 0.1882; H 0.0869; H 0.1428; H 0.0840; H 0.0563; H 0.1027; H 0.1153; H 0.1908; H 0.1990; H 0.1522; H 0.1381

***

No. 3
DFT (wB97M-V/def2-TZVPD) results for a structure of composition C3H3LaLiO2 in a non-equilibrium geometry.

The value obtained for the energy above the lowest of the compared OMol25 structures with the same formula, charge and spin is 56.6 kJ/mol. Its charge is +1. The orbital gap is 5.85 eV. The multiplicity is 1. The molecular weight comes out at 216.9 g mol⁻¹. The calculation puts the HOMO energy at -10.90 eV. As for the total energy: -305.3549 Ha.

Atoms and positions in Å:
1 O -2.5697 1.3849 -0.1127
2 Li -4.1984 1.0745 -0.5162
3 C 0.8073 0.5915 0.6377
4 C 0.2956 -0.6922 0.5694
5 O 1.7410 0.3416 -0.4642
6 C 1.4505 -1.0689 -0.3205
7 H -0.3079 -1.2956 1.2479
8 H 1.2260 -1.5453 -1.2883
9 H 2.2938 -1.6014 0.1476
10 La -0.7382 2.8109 0.0994

Now the Löwdin charges, all in e: O -1.0743; Li 0.7450; C -0.3206; C -0.1287; O -0.2312; C -0.2228; H 0.0835; H 0.1185; H 0.1256; La 1.9051

***

No. 4
DFT (wB97M-V/def2-TZVPD) results for the ion CHF3NO2S with charge -1 in a non-equilibrium geometry.

The value obtained for the energy above the lowest of the compared OMol25 structures with the same formula, charge and spin is 92.0 kJ/mol. Its charge is -1. The orbital gap is 9.54 eV. The multiplicity is 1. The SMILES is N=[S@](=O)([O-])C(F)(F)F. The molecular weight comes out at 148.1 g mol⁻¹. The calculation puts the HOMO energy at -5.48 eV. As for the total energy: -941.7689 Ha.

Atoms and positions in Å:
1 N 0.1529 1.4141 1.1391
2 S 0.7102 0.5155 0.0314
3 O 1.9365 -0.4004 0.5038
4 O 0.7891 1.0728 -1.3069
5 C -0.5449 -0.9055 -0.2114
6 F -0.1663 -1.7832 -1.1517
7 F -0.7491 -1.6055 0.9138
8 F -1.7620 -0.4490 -0.5886
9 H -0.3664 2.1413 0.6706

Now the Löwdin charges, all in e: N -0.2471; S 0.5456; O -0.4597; O -0.3876; C -0.6775; F 0.0916; F 0.0878; F 0.0700; H -0.0230